Record 1
{
  "formula": "C4H6N2O",
  "method": "ωB97M-V/def2-TZVPD",
  "symbols": ["C", "C", "N", "N", "C", "H", "H", "H", "H", "C", "O", "H", "H"],
  "coordinates": [[0.959, -1.143, -0.326], [0.109, -0.064, -0.644], [0.746, 1.098, -0.618], [2.004, 0.773, -0.289], [2.183, -0.557, -0.108], [0.705, -2.191, -0.261], [-0.941, -0.099, -0.891], [2.691, 1.505, -0.210], [3.147, -0.970, 0.153], [-2.919, 0.422, 0.735], [-2.574, -0.713, 0.946], [-3.986, 0.695, 0.632], [-2.189, 1.247, 0.618]],
  "smiles": "c1cn[nH]c1.C=O",
  "spin_multiplicity": 1,
  "orbital_gap_ev": 10.280,
  "homo_energy_ev": -9.4,
  "relative_energy_kcal_mol": 48.13,
  "molar_mass_g_mol": 98.10,
  "charge": 0,
  "e_lumo_ha": 0.0330,
  "energy_ev": -9271.415
}

---

Record 2
{
  "formula": "C4H6N2O",
  "method": "ωB97M-V/def2-TZVPD",
  "symbols": ["N", "C", "C", "C", "C", "O", "N", "H", "H", "H", "H", "H", "H"],
  "coordinates": [[1.034, -1.942, -0.742], [0.256, -0.843, -0.311], [-0.484, 0.022, -1.124], [-0.742, 1.175, -0.385], [-0.163, 0.986, 0.873], [-0.247, 1.773, 1.973], [0.504, -0.175, 0.978], [1.971, -1.635, -0.988], [1.130, -2.641, -0.013], [-0.780, -0.191, -2.144], [-1.330, 2.031, -0.697], [-0.812, 2.526, 1.764], [-0.336, -1.086, 0.817]],
  "spin_multiplicity": 1,
  "orbital_gap_ev": 9.088,
  "homo_energy_ev": -8.4,
  "relative_energy_kcal_mol": 67.37,
  "molar_mass_g_mol": 98.10,
  "charge": 0,
  "e_lumo_ha": 0.0270,
  "energy_ev": -9270.580
}

---

Record 3
{
  "formula": "C4H6N2O",
  "method": "ωB97M-V/def2-TZVPD",
  "symbols": ["H", "N", "N", "H", "C", "C", "C", "C", "O", "H", "H", "H", "H"],
  "coordinates": [[0.949, -1.732, 1.075], [1.862, -1.618, 1.657], [2.554, -2.631, 1.537], [2.312, -3.371, 0.719], [-0.671, -1.605, 0.276], [-0.818, -0.716, -0.516], [-1.013, 0.368, -1.384], [-0.275, 1.621, -1.005], [-1.778, 0.364, -2.369], [-0.496, -2.298, 1.030], [0.634, 1.621, -1.739], [0.149, 1.632, -0.055], [-0.959, 2.486, -1.172]],
  "smiles": "[H]/N=N\\[H].C#CC(C)=O",
  "spin_multiplicity": 1,
  "orbital_gap_ev": 8.780,
  "homo_energy_ev": -9.3,
  "relative_energy_kcal_mol": 132.92,
  "molar_mass_g_mol": 98.10,
  "charge": 0,
  "e_lumo_ha": -0.0188,
  "energy_ev": -9267.738
}

---

Record 4
{
  "formula": "C4H6N2O",
  "method": "ωB97M-V/def2-TZVPD",
  "symbols": ["C", "C", "N", "H", "H", "H", "C", "N", "H", "C", "O", "H", "H"],
  "coordinates": [[-1.352, -1.382, -0.773], [-0.962, -0.568, 0.201], [-0.645, 0.263, 1.027], [-0.799, -1.573, -1.635], [-2.174, -1.942, -0.529], [-0.011, -0.041, 1.647], [2.638, -2.297, -0.460], [3.278, -2.993, 0.216], [1.999, -1.774, -1.064], [-0.444, 3.023, 0.312], [0.405, 2.585, -0.426], [-1.509, 3.262, 0.060], [-0.423, 3.436, 1.424]],
  "smiles": "C=C=N.C#N.C=O",
  "spin_multiplicity": 1,
  "orbital_gap_ev": 10.257,
  "homo_energy_ev": -9.5,
  "relative_energy_kcal_mol": 104.58,
  "molar_mass_g_mol": 98.10,
  "charge": 0,
  "e_lumo_ha": 0.0271,
  "energy_ev": -9268.967
}

---

Record 5
{
  "formula": "C4H6N2O",
  "method": "ωB97M-V/def2-TZVPD",
  "symbols": ["H", "N", "C", "C", "C", "C", "N", "O", "H", "H", "H", "H", "H"],
  "coordinates": [[1.896, -1.577, -0.833], [1.294, -1.197, -0.102], [0.600, -0.223, -0.550], [0.652, 0.372, -1.929], [-0.267, 0.498, 0.397], [-0.391, 0.096, 1.638], [-0.629, -0.143, 2.817], [-1.990, -0.340, 3.042], [1.380, -0.143, -2.559], [0.930, 1.431, -1.866], [-0.331, 0.324, -2.409], [-0.712, 1.458, 0.143], [-2.432, -0.556, 2.211]],
  "smiles": "[H]/N=C(\\C)C=C=NO",
  "spin_multiplicity": 1,
  "orbital_gap_ev": 9.625,
  "homo_energy_ev": -9.5,
  "relative_energy_kcal_mol": 99.05,
  "molar_mass_g_mol": 98.10,
  "charge": 0,
  "e_lumo_ha": 0.0059,
  "energy_ev": -9269.207
}

---

Record 6
{
  "formula": "C4H6N2O",
  "method": "ωB97M-V/def2-TZVPD",
  "symbols": ["C", "C", "C", "C", "N", "N", "O", "H", "H", "H", "H", "H", "H"],
  "coordinates": [[-1.680, 0.145, -0.120], [1.974, 0.693, -0.548], [-0.665, -1.137, -0.198], [0.381, -0.591, 0.712], [1.580, -0.335, -0.004], [-0.814, 1.049, 0.444], [-2.816, 0.196, -0.453], [2.784, 0.802, -1.169], [1.413, 1.607, -0.433], [-1.159, -2.137, 0.109], [-0.364, -1.250, -1.274], [0.546, -0.832, 1.793], [-1.179, 1.791, 1.140]],
  "spin_multiplicity": 1,
  "orbital_gap_ev": 9.836,
  "homo_energy_ev": -9.3,
  "relative_energy_kcal_mol": 82.60,
  "molar_mass_g_mol": 98.10,
  "charge": 0,
  "e_lumo_ha": 0.0207,
  "energy_ev": -9269.920
}

---

Record 7
{
  "formula": "C4H6N2O",
  "method": "ωB97M-V/def2-TZVPD",
  "symbols": ["C", "O", "C", "C", "N", "C", "N", "H", "H", "H", "H", "H", "H"],
  "coordinates": [[-2.109, 1.264, 0.750], [-0.742, 1.725, 0.735], [0.152, 0.892, 0.287], [1.609, 1.263, 0.323], [2.083, 0.134, -0.199], [1.013, -0.764, -0.811], [-0.123, -0.285, -0.307], [-2.368, 0.894, -0.241], [-2.732, 2.112, 1.038], [-2.197, 0.456, 1.479], [0.871, -5.730, -1.938], [3.075, 0.091, -0.392], [1.003, -2.518, -1.388]],
  "spin_multiplicity": 1,
  "orbital_gap_ev": [7.536, 7.245],
  "homo_energy_ev": [-8.9, -8.2],
  "relative_energy_kcal_mol": 237.23,
  "molar_mass_g_mol": 98.10,
  "charge": 0,
  "e_lumo_ha": [-0.0495, -0.0357],
  "energy_ev": -9263.214
}

---

Record 8
{
  "formula": "C4H6N2O",
  "method": "ωB97M-V/def2-TZVPD",
  "symbols": ["H", "N", "C", "N", "C", "C", "O", "C", "H", "H", "H", "H", "H"],
  "coordinates": [[-1.807, 0.246, 2.691], [-1.351, 0.089, 1.801], [-1.008, -1.116, 1.613], [-0.453, -1.421, 0.347], [1.009, -1.031, 0.098], [0.094, -0.192, -0.229], [-0.339, 0.898, -0.817], [0.609, 1.413, -1.759], [-1.182, -1.956, 2.298], [1.925, -1.565, -0.053], [1.567, 1.626, -1.272], [0.186, 2.332, -2.165], [0.752, 0.676, -2.554]],
  "smiles": "[H]/N=C/N1C=C1OC",
  "spin_multiplicity": 1,
  "orbital_gap_ev": 9.217,
  "homo_energy_ev": -8.2,
  "relative_energy_kcal_mol": 119.11,
  "molar_mass_g_mol": 98.10,
  "charge": 0,
  "e_lumo_ha": 0.0361,
  "energy_ev": -9268.337
}